# 1
Molecular formula: C20H19N5O3S2
Method: DFT, the ωB97M-V functional and the def2-TZVPD basis

```
49
Properties=species:S:1:pos:R:3:nbo_charge:R:1
C -6.14 -1.01 0.67 -0.2547
O -5.19 -2.03 0.47 -0.4905
C -3.93 -1.68 0.11 0.3300
C -3.03 -2.74 -0.09 -0.2640
C -1.74 -2.46 -0.46 -0.1853
C -1.30 -1.16 -0.65 -0.3092
C -2.19 -0.11 -0.45 0.2587
N -1.76 1.22 -0.63 -0.4591
C -0.35 1.54 -0.66 -0.2022
C -0.29 3.07 -0.51 -0.3436
C -0.03 3.47 0.94 0.7012
O -0.80 4.10 1.62 -0.5636
N 1.17 3.06 1.48 -0.6394
C 2.20 2.31 0.97 0.2151
N 2.90 1.53 1.72 -0.2792
N 3.89 0.92 1.09 -0.2739
C 3.99 1.23 -0.15 -0.1445
S 5.13 0.55 -1.25 0.2979
C 5.54 -0.98 -0.33 -0.5383
C 4.30 -1.77 -0.04 0.1905
C 3.36 -2.05 -1.03 -0.2585
C 2.21 -2.74 -0.68 -0.1739
C 2.04 -3.12 0.64 -0.2602
C 3.05 -2.81 1.55 0.0485
N 4.14 -2.15 1.22 -0.4090
S 2.78 2.39 -0.70 0.3176
C -1.67 3.53 -0.96 -0.4923
C -2.56 2.31 -0.85 0.6954
O -3.76 2.31 -0.96 -0.5947
C -3.50 -0.37 -0.07 -0.3563
H -7.07 -1.52 0.91 0.1994
H -5.86 -0.35 1.49 0.1791
H -6.28 -0.42 -0.24 0.1844
H -3.38 -3.75 0.05 0.2226
H -1.05 -3.28 -0.62 0.2080
H -0.28 -0.99 -0.95 0.2122
H 0.09 1.23 -1.62 0.2033
H 0.16 1.01 0.14 0.2182
H 0.51 3.50 -1.12 0.2413
H 1.23 3.20 2.49 0.4350
H 6.22 -1.52 -0.98 0.2432
H 6.03 -0.71 0.60 0.2636
H 3.53 -1.73 -2.05 0.2232
H 1.47 -2.97 -1.42 0.2165
H 1.15 -3.64 0.96 0.2232
H 2.97 -3.09 2.59 0.1967
H -1.67 3.88 -1.99 0.2378
H -2.06 4.32 -0.32 0.2703
H -4.17 0.45 0.08 0.2596
```

## Properties
HOMO-LUMO gap ... 8.55 eV
Highest occupied orbital energy ... -8.42 eV
F_max ... 0.0380 hartree/bohr
E ... -2069.4253 Eh
2S+1 ... 1
SMILES ... COc1cccc(N2C[C@H](C(=O)Nc3nnc(SCc4ccccn4)s3)CC2=O)c1

# 2
Molecular formula: C20H20Br2N3O8W
Method: DFT, the ωB97M-V functional and the def2-TZVPD basis

```
54
Properties=species:S:1:pos:R:3:mulliken_spin:R:1
W -0.37 -0.08 -0.33 1.7339
O -2.83 3.09 -0.92 0.0190
C -2.52 2.08 -0.36 -0.0043
O -1.86 1.09 -0.99 0.0346
C -2.82 1.83 1.11 0.0161
C -3.10 0.35 1.34 0.0035
C -3.70 0.07 2.71 0.0003
C -2.49 0.29 3.64 0.0024
C -1.39 0.67 2.66 -0.0039
O -1.72 -0.17 1.49 0.0203
C -1.59 2.06 2.07 0.0071
C -0.32 2.48 1.39 0.0010
O 0.19 3.56 1.52 0.0187
O 0.26 1.49 0.68 0.0084
H -3.66 2.46 1.38 0.0040
H -3.58 -0.15 0.50 -0.0125
H -4.53 0.75 2.91 -0.0011
H -4.07 -0.95 2.77 0.0001
H -2.64 1.09 4.37 -0.0001
H -2.23 -0.62 4.18 0.0001
H -0.37 0.44 2.97 -0.0020
H -1.82 2.80 2.84 0.0018
C 2.34 -2.97 2.43 0.0008
O 1.00 -3.34 2.00 0.0020
C 0.35 -2.48 1.26 0.0129
O 0.78 -1.34 1.00 0.0113
N -0.84 -2.95 0.85 0.0000
N -1.59 -2.20 -0.07 0.0219
H 2.82 -3.90 2.71 -0.0003
H 2.26 -2.31 3.29 0.0007
H 2.87 -2.48 1.62 -0.0006
H -1.04 -3.93 0.97 -0.0010
H -2.56 -2.19 0.22 0.0009
H -1.48 -2.61 -1.00 0.0019
C 0.43 3.19 -1.72 0.0237
C 1.32 2.06 -2.10 0.0291
C 2.48 2.38 -2.84 -0.0142
C 3.33 1.42 -3.32 0.0218
C 3.00 0.06 -3.11 -0.0031
C 3.72 -1.05 -3.61 0.0230
Br 5.30 -0.79 -4.60 0.0017
C 3.28 -2.33 -3.40 -0.0146
C 2.08 -2.55 -2.67 0.0311
Br 1.46 -4.30 -2.39 0.0017
C 1.38 -1.49 -2.18 0.0227
O 0.23 -1.58 -1.52 0.0230
C 1.85 -0.19 -2.37 -0.0764
N 1.05 0.79 -1.81 0.0305
H 0.55 3.98 -2.46 0.0013
H 0.72 3.60 -0.75 0.0020
H -0.62 2.91 -1.68 -0.0024
H 2.68 3.42 -3.03 0.0008
H 4.21 1.69 -3.87 0.0008
H 3.83 -3.17 -3.79 -0.0005
```

## Properties
HOMO-LUMO gap (spin up / spin down) ... 7.46 / 7.73 eV
Total charge ... +1
Highest occupied orbital energy (spin up / spin down) ... -10.37 / -11.12 eV
F_max ... 0.0201 hartree/bohr
E ... -6755.3559 Eh
2S+1 ... 3

# 3
Molecular formula: C20H20Cl
Method: DFT, the ωB97M-V functional and the def2-TZVPD basis

```
41
Properties=species:S:1:pos:R:3:nbo_charge:R:1
Cl 6.11 0.89 2.13 0.1062
C 4.41 0.88 2.04 0.0363
C 3.70 2.09 1.99 -0.2327
C 2.32 2.08 1.88 -0.1147
C 1.60 0.86 1.80 -0.1204
C 0.17 0.87 1.66 0.3297
C -0.69 -0.36 1.72 -0.5119
C -2.16 0.18 1.90 -0.4783
C -1.98 1.66 1.93 0.0852
C -0.65 2.02 1.78 -0.3269
C 2.33 -0.36 1.90 -0.1053
C 3.72 -0.35 2.03 -0.2424
H 4.25 3.03 2.03 0.2524
H 1.78 3.03 1.85 0.2273
H -0.59 -0.95 0.80 0.2947
H -0.41 -1.03 2.56 0.2655
H -2.79 -0.16 1.07 0.2695
H -2.59 -0.23 2.83 0.2677
H -2.81 2.35 2.09 0.2441
H -0.27 3.04 1.77 0.2494
H 1.79 -1.31 1.88 0.2324
H 4.27 -1.28 2.11 0.2539
C 1.01 1.76 -1.45 -0.6498
C 0.39 0.42 -1.55 -0.1890
C -0.94 0.18 -1.59 -0.2332
C -1.56 -1.02 -2.13 -0.0040
C -2.96 -1.23 -2.00 -0.2214
C -3.55 -2.40 -2.48 -0.2095
C -2.77 -3.38 -3.11 -0.1968
C -1.39 -3.17 -3.29 -0.2030
C -0.80 -2.00 -2.81 -0.2116
H 2.08 1.68 -1.69 0.2292
H 0.54 2.49 -2.13 0.2360
H 0.93 2.17 -0.44 0.1918
H 1.09 -0.40 -1.73 0.1988
H -1.62 0.96 -1.23 0.1916
H -3.56 -0.45 -1.52 0.2018
H -4.63 -2.55 -2.37 0.2249
H -3.24 -4.29 -3.48 0.2270
H -0.79 -3.92 -3.80 0.2256
H 0.27 -1.83 -2.96 0.2101
```

## Properties
HOMO-LUMO gap ... 5.17 eV
Total charge ... +1
Highest occupied orbital energy ... -10.84 eV
F_max ... 0.0286 hartree/bohr
E ... -1234.0103 Eh
2S+1 ... 1

# 4
Molecular formula: C20H20IO6PRe
Method: DFT, the ωB97M-V functional and the def2-TZVPD basis

```
49
Properties=species:S:1:pos:R:3:mulliken_spin:R:1
Re 0.37 -0.52 -0.25 1.1368
I 2.06 -1.88 -1.89 -0.0117
C 1.04 -1.14 -3.56 0.0055
C 1.37 -1.51 -4.83 -0.0096
C 0.69 -0.92 -5.91 0.0006
C -0.28 0.02 -5.69 -0.0085
C -0.62 0.40 -4.37 0.0052
C -1.61 1.38 -4.12 -0.0176
C -1.97 1.75 -2.84 0.0100
C -1.36 1.12 -1.76 -0.0571
C -0.33 0.17 -1.93 0.0365
C 0.04 -0.20 -3.27 -0.0143
H 2.14 -2.24 -5.02 0.0016
H 0.95 -1.22 -6.92 -0.0003
H -0.79 0.49 -6.52 0.0002
H -2.11 1.84 -4.97 -0.0002
H -2.74 2.49 -2.68 -0.0009
H -1.70 1.36 -0.75 -0.0023
C 1.16 3.47 0.36 -0.0002
O 1.45 2.33 1.21 -0.0046
P 1.94 0.94 0.66 -0.0612
O 2.30 0.14 1.96 -0.0001
C 2.12 0.60 3.34 -0.0010
O 3.22 1.17 -0.22 -0.0010
C 4.37 1.93 0.25 -0.0010
H 1.62 4.34 0.83 0.0002
H 0.08 3.61 0.33 0.0014
H 1.55 3.33 -0.64 -0.0003
H 2.44 -0.23 3.96 0.0000
H 1.07 0.83 3.52 0.0002
H 2.74 1.47 3.51 0.0001
H 4.97 2.12 -0.64 -0.0001
H 4.93 1.33 0.97 0.0001
H 4.05 2.87 0.69 0.0001
O -2.73 0.20 3.36 -0.0002
C -2.66 -1.13 3.44 -0.0010
C -3.38 -1.75 4.46 0.0003
C -3.35 -3.12 4.58 -0.0006
C -2.60 -3.93 3.71 0.0000
C -1.89 -3.34 2.70 0.0001
C -1.90 -1.94 2.55 -0.0053
C -1.15 -1.35 1.51 0.0307
O -0.37 -2.05 0.70 -0.0216
O -1.09 -0.09 1.23 -0.0093
H -2.23 0.53 2.60 0.0005
H -3.96 -1.13 5.13 0.0000
H -3.91 -3.59 5.38 0.0000
H -2.60 -5.00 3.83 0.0000
H -1.31 -3.94 2.01 0.0002
```

## Properties
HOMO-LUMO gap (spin up / spin down) ... 5.82 / 6.08 eV
Total charge ... +2
Highest occupied orbital energy (spin up / spin down) ... -14.14 / -14.14 eV
F_max ... 0.0087 hartree/bohr
E ... -1942.3804 Eh
2S+1 ... 2

# 5
Molecular formula: C20H20N2O3
Method: DFT, the ωB97M-V functional and the def2-TZVPD basis

```
45
Properties=species:S:1:pos:R:3:nbo_charge:R:1
O -3.82 -2.46 0.19 -0.6223
C -3.26 -1.39 0.32 0.6604
C -4.02 -0.08 0.11 -0.1701
O -3.20 1.08 0.04 -0.5208
C -2.49 1.24 -1.09 0.8070
O -2.51 0.45 -2.00 -0.5912
C -1.70 2.53 -1.10 -0.4992
C -1.17 2.94 0.28 -0.4133
C -0.20 1.95 0.83 -0.0964
C -0.37 1.17 1.94 -0.0469
N 0.75 0.41 2.16 -0.5454
C 1.68 0.69 1.19 0.2108
C 2.96 0.21 1.01 -0.2464
C 3.68 0.70 -0.06 -0.2079
C 3.14 1.65 -0.93 -0.2350
C 1.86 2.14 -0.74 -0.1912
C 1.11 1.66 0.33 -0.1211
N -1.98 -1.25 0.70 -0.6310
C -1.09 -2.38 0.85 -0.2476
C 0.18 -2.23 0.04 -0.0473
C 1.35 -2.85 0.48 -0.2206
C 2.51 -2.76 -0.27 -0.2132
C 2.52 -2.03 -1.44 -0.2039
C 1.36 -1.41 -1.88 -0.2131
C 0.19 -1.52 -1.14 -0.1728
H -4.70 0.08 0.95 0.2174
H -4.60 -0.19 -0.81 0.2270
H -2.37 3.31 -1.48 0.2392
H -0.88 2.40 -1.81 0.2358
H -0.67 3.91 0.17 0.2206
H -2.00 3.06 0.97 0.2263
H -1.20 1.12 2.62 0.2206
H 0.89 -0.24 2.92 0.4154
H 3.38 -0.53 1.68 0.2157
H 4.69 0.34 -0.23 0.2131
H 3.73 2.01 -1.75 0.2120
H 1.46 2.89 -1.41 0.2083
H -1.57 -0.33 0.80 0.4184
H -1.65 -3.26 0.52 0.2513
H -0.84 -2.52 1.91 0.1895
H 1.34 -3.42 1.40 0.2043
H 3.41 -3.25 0.08 0.2104
H 3.43 -1.95 -2.02 0.2114
H 1.36 -0.84 -2.80 0.2154
H -0.71 -1.05 -1.51 0.2262
```

## Properties
HOMO-LUMO gap ... 8.72 eV
Highest occupied orbital energy ... -8.13 eV
F_max ... 0.0135 hartree/bohr
E ... -1109.4221 Eh
2S+1 ... 1
SMILES ... O=C(COC(=O)CCc1c[nH]c2ccccc12)NCc1ccccc1